Entry from the OMol25 dataset: a structure of composition C14H19AlN3O7Sb at a distorted geometry (ωB97M-V/def2-TZVPD).

HOMO-LUMO gap: 8.68 eV
total energy: -1718.624036 Ha
net charge: 0

XYZ file:
```
45
Properties=species:S:1:pos:R:3:nbo_charge:R:1
Al 0.06490 -0.01324 0.20228 1.87
N 0.65637 0.25590 -1.78071 -0.89
C -0.55987 0.01878 -2.60730 -0.32
C -1.79433 0.54645 -1.85046 0.66
O -2.77004 0.98131 -2.43627 -0.63
N -1.57517 0.45328 -0.53472 -0.87
C -2.46496 1.06242 0.43196 -0.34
C -1.60837 1.49138 1.62517 0.79
O -2.02326 2.15668 2.53536 -0.58
O -0.35289 1.02830 1.56069 -0.93
H 1.41803 -0.32648 -2.11449 0.41
H 0.94590 1.22205 -1.91379 0.40
H -0.50043 0.50283 -3.58037 0.22
H -0.67939 -1.05496 -2.75152 0.23
H -2.99980 1.91435 0.01162 0.24
H -3.21149 0.35570 0.80808 0.22
C 4.19207 -0.32907 2.26007 -0.94
Sb 2.82227 0.53719 0.84413 1.08
C 3.94972 2.33889 0.52967 -0.96
C 3.73819 -0.51860 -0.80695 -1.00
H 5.16083 -0.40992 1.76932 0.23
H 3.86108 -1.32125 2.56151 0.24
H 4.27546 0.31067 3.13481 0.24
H 5.00562 2.12142 0.67549 0.23
H 3.62898 3.09085 1.24792 0.24
H 3.78843 2.71573 -0.47876 0.23
H 4.81891 -0.52065 -0.67506 0.23
H 3.52230 -0.06321 -1.77384 0.21
H 3.37999 -1.54921 -0.80808 0.24
O 0.45347 -3.88682 0.41977 -0.57
C 0.47519 -2.85659 1.04047 0.81
O 0.29806 -1.68255 0.45607 -0.94
C 0.74139 -2.85398 2.52825 -0.18
C 1.11535 -4.05327 3.12995 -0.13
C 1.38760 -4.11050 4.48747 -0.21
C 1.32132 -2.96383 5.26274 -0.17
C 0.95842 -1.77643 4.65347 0.01
C 0.64191 -1.70903 3.30792 -0.13
N 0.94570 -0.53772 5.43089 0.52
O 0.72341 -0.61744 6.62139 -0.36
O 1.17398 0.49894 4.82908 -0.37
H 1.18627 -4.93676 2.50947 0.24
H 1.65171 -5.05340 4.94598 0.23
H 1.56778 -2.97614 6.31509 0.25
H 0.29191 -0.77311 2.90653 0.25
```



Entry from the OMol25 dataset: the molecule C4H9NOSi at a distorted geometry (ωB97M-V/def2-TZVPD).

HOMO-LUMO gap: 9.56 eV
SMILES: CO[Si](C)(C)C#N
total energy: -577.266473 Ha
energy relative to the best compared isomer or geometry (same formula, charge and spin): 55.11 kcal/mol
net charge: 0

XYZ file:
```
16
Properties=species:S:1:pos:R:3:nbo_charge:R:1
C -0.22175 -1.83788 -1.56694 -0.24
O 0.07200 -1.52463 -0.23474 -0.84
Si -0.19145 0.49698 0.43729 1.78
C 1.23066 1.17158 -0.46491 -1.17
C 0.06949 0.33268 2.24249 -1.16
C -1.95189 0.96966 0.04138 -0.18
N -3.00205 1.32973 -0.22500 -0.26
H 0.38546 -2.74433 -1.77506 0.18
H 0.18260 -1.05236 -2.44677 0.11
H -1.34202 -1.91808 -1.70931 0.17
H 1.76165 1.81570 0.23730 0.25
H 1.76068 0.36179 -0.94527 0.29
H 0.86871 1.72719 -1.29790 0.26
H -0.59087 0.96353 2.80317 0.26
H -0.11963 -0.74839 2.43707 0.29
H 1.08840 0.65684 2.46721 0.25
```